ORCA calculation (wB97M-V/def2-TZVPD) on a structure of composition C26H76F6N9O18S2.

LUMO energy	2.196	eV
M	981.061	g/mol

ORCA input file:
```
! wB97M-V def2-TZVPD RIJCOSX def2/J DEFGRID3
* xyz -1 1
C -16.8424 -6.1586 17.4695
F -16.5267 -7.3993 17.7866
F -17.7027 -6.0573 16.4364
F -17.4126 -5.4134 18.3897
S -15.0900 -5.5487 16.9897
O -14.3942 -5.5558 18.2537
O -14.4827 -6.3692 15.9432
N -15.4530 -4.1790 16.3273
S -14.9032 -2.7873 16.9540
O -15.0099 -2.7370 18.3768
O -13.6394 -2.3815 16.4600
C -16.0747 -1.5717 16.1669
F -15.9345 -1.5201 14.8167
F -17.3526 -1.7768 16.4459
F -15.6823 -0.4222 16.7038
C -15.3807 -10.4871 16.7997
C -15.6784 -9.4829 15.6916
O -15.5763 -10.1891 14.4425
H -15.9216 -11.4188 16.6683
H -15.5275 -10.1184 17.8026
H -14.3188 -10.7579 16.7252
H -15.0925 -8.5786 15.6070
H -16.7284 -9.1844 15.8198
H -14.6450 -10.3655 14.3106
C -14.6881 -4.0393 11.3873
C -14.6193 -4.6988 12.7233
O -15.8951 -4.3583 13.3722
H -13.7436 -4.1347 10.7825
H -14.7797 -2.9685 11.6020
H -15.5363 -4.4420 10.7681
H -13.7309 -4.2718 13.2602
H -14.4778 -5.7781 12.6519
H -15.5890 -4.2314 14.2725
C -14.5926 2.5513 15.0049
C -14.6155 4.1404 15.1207
O -13.7607 4.5525 16.2341
H -15.3306 2.2666 14.2293
H -14.9776 2.2809 15.9603
H -13.5914 2.1118 14.8573
H -15.6072 4.5290 15.2323
H -14.3172 4.5385 14.1558
H -13.7602 5.5270 16.2672
C -17.6900 -0.1063 19.7562
C -18.7751 -0.3760 20.7917
O -18.9877 -1.7932 20.9795
H -16.8280 -0.7119 19.9032
H -17.4062 0.9691 19.8283
H -18.0129 -0.2874 18.7102
H -19.7427 0.0164 20.4538
H -18.4926 0.1520 21.7028
H -18.4073 -2.0233 21.6864
C -17.3445 -7.3634 12.6865
C -17.3494 -8.6768 12.0206
O -17.6959 -9.6733 12.9752
H -17.0064 -6.6467 11.9633
H -16.6029 -7.3888 13.5000
H -18.3233 -7.0920 13.0282
H -16.3013 -8.8704 11.6430
H -18.0920 -8.7174 11.2211
H -16.9745 -10.3057 13.1348
C -19.5952 -10.4151 15.7604
C -20.6849 -9.5330 15.1313
O -21.8198 -9.7204 16.0155
H -20.0050 -11.3945 15.8804
H -19.3126 -9.9699 16.6911
H -18.7069 -10.4588 15.1136
H -20.9811 -9.8783 14.1170
H -20.3453 -8.4874 15.1301
H -22.6239 -9.5367 15.5507
C -11.7323 -1.7488 14.0825
C -10.2403 -1.5379 14.4834
O -9.3364 -2.4259 13.7096
H -11.9692 -2.7888 14.2866
H -11.7324 -1.5680 12.9878
H -12.3746 -0.9855 14.4924
H -10.1265 -1.8439 15.4880
H -9.8390 -0.5133 14.3270
H -9.3702 -2.0070 12.8526
C -18.8860 -0.9773 11.7755
C -18.5855 -2.4586 11.8065
O -18.5285 -2.8933 13.1734
H -19.8954 -0.7753 12.2107
H -18.8932 -0.4577 10.7882
H -18.1495 -0.4975 12.4317
H -17.6091 -2.6565 11.2872
H -19.3709 -3.0672 11.3161
H -17.7664 -3.4730 13.2835
C -10.8993 -4.1864 18.5786
C -10.5356 -4.6614 17.1482
O -9.1601 -4.3215 16.9865
H -10.6620 -3.1205 18.5551
H -10.3340 -4.6175 19.4019
H -11.9193 -4.3592 18.8644
H -11.2294 -4.0780 16.4730
H -10.7464 -5.7389 17.0773
H -9.0112 -4.4251 16.0191
C -19.5413 1.3779 16.4430
C -18.9725 0.9306 15.1415
O -18.5898 1.9886 14.3015
H -20.4323 2.0066 16.3497
H -18.8109 2.0251 16.9442
H -19.6951 0.5997 17.1483
H -19.7625 0.3143 14.6550
H -18.1186 0.2776 15.3398
H -19.3353 2.5645 14.1084
C -16.0301 -3.2798 22.0389
O -16.8398 -2.6136 22.7060
N -16.3121 -3.8632 20.8510
N -14.7132 -3.4015 22.5004
H -17.1810 -3.7336 20.3549
H -15.5274 -4.1816 20.3205
H -14.1434 -4.1364 22.1094
H -14.5937 -3.3676 23.4905
C -20.6373 -2.7533 16.3200
O -21.0324 -1.7927 15.6943
N -20.1037 -3.8409 15.7065
N -20.7303 -2.8997 17.6629
H -19.9650 -3.4884 14.7547
H -19.2108 -4.0841 16.0882
H -20.6580 -3.8156 18.0680
H -21.3148 -2.2604 18.1434
C -21.5167 -6.7642 17.6937
O -20.6271 -6.0887 18.1675
N -22.3731 -7.4924 18.4444
N -21.7642 -6.6776 16.2511
H -22.5776 -8.4404 18.1979
H -21.9743 -7.4188 19.3614
H -22.7752 -6.5888 16.1393
H -21.3494 -5.7799 15.9783
C -12.9429 0.4554 20.6420
O -12.1440 1.2793 21.0017
N -13.6785 0.6621 19.5657
N -13.2136 -0.6170 21.4636
H -14.0668 -0.1491 19.0353
H -13.2258 1.3974 18.9865
H -13.9835 -1.2388 21.3114
H -12.9671 -0.3431 22.3959
*
```